No. 1
{
  "formula": "C3H9N2O",
  "method": "ωB97M-V with the def2-TZVPD basis set",
  "species": ["N", "C", "C", "C", "N", "O", "H", "H", "H", "H", "H", "H", "H", "H", "H"],
  "xyz": [[1.55035, 0.48518, -0.67648], [0.33767, -0.28199, -0.13890], [0.43108, -0.13876, 1.38532], [-1.02332, 0.19624, -0.61229], [-2.18400, -0.45010, -0.22384], [-0.92042, 1.28697, -1.16187], [1.70017, 0.22126, -1.62215], [2.48108, 0.59767, -0.21860], [1.20871, 1.42334, -0.71254], [0.41249, -1.29469, -0.50877], [-0.00445, -1.10171, 1.77207], [-0.26207, 0.71140, 1.71911], [1.37438, 0.26287, 1.47766], [-3.05355, -0.66884, -0.76052], [-2.04813, -1.24884, 0.28182]],
  "homo_energy_ha": [-0.1246, -0.3872],
  "homo_lumo_gap_ev": [3.859, 10.889],
  "spin_multiplicity": 2,
  "total_charge": 0
}

No. 2
{
  "formula": "C2H4BrOP",
  "method": "ωB97M-V with the def2-TZVPD basis set",
  "species": ["C", "C", "O", "P", "Br", "H", "H", "H", "H"],
  "xyz": [[1.86351, -1.07773, -0.95797], [-0.50807, 1.64169, 0.24734], [2.21316, -2.02512, -1.46316], [-0.47337, 0.00224, 0.65242], [-0.96986, -1.81565, -0.72522], [-0.11648, 1.86707, -0.79064], [-1.44497, 1.93274, 0.42010], [-1.41837, -0.14558, 1.63906], [0.85444, -0.37966, 0.97808]],
  "homo_energy_ha": -0.3173,
  "homo_lumo_gap_ev": 8.833,
  "total_charge": 0
}

Which ΔE to the lowest compared entry with this formula, charge and spin belongs to each record? In order, 272.1 222.0 kJ/mol.